{
  "formula": "C4H24N2O7",
  "method": "wB97M-V/def2-TZVPD",
  "charge": 0,
  "smiles": "C[C@@H](O)[C@@H](N)CN.O.O.O.O.O.O",
  "species": ["C", "C", "O", "C", "N", "C", "N", "H", "H", "H", "H", "H", "H", "H", "H", "H", "H", "H", "H", "O", "H", "H", "O", "H", "H", "O", "H", "H", "O", "H", "H", "O", "H", "H", "O", "H", "H"],
  "positions_angstrom": [[-0.967, -0.574, -2.081], [0.462, -0.141, -2.480], [0.171, 1.164, -3.046], [1.378, -0.223, -1.203], [2.430, -1.221, -1.403], [1.946, 1.135, -0.788], [1.081, 2.110, -0.086], [-1.344, 0.097, -1.309], [-1.548, -0.415, -3.018], [-0.951, -1.599, -1.719], [0.870, -0.770, -3.264], [0.779, 1.268, -3.785], [0.715, -0.602, -0.403], [2.084, -2.161, -1.533], [3.087, -1.217, -0.640], [2.208, 1.729, -1.679], [2.856, 1.084, -0.177], [0.985, 1.810, 0.877], [0.149, 2.221, -0.459], [-2.183, 2.594, -1.852], [-1.311, 2.247, -2.096], [-2.871, 2.144, -2.360], [0.922, -0.004, 3.900], [1.497, 0.758, 4.033], [0.111, 0.391, 3.481], [-1.458, 0.364, 2.788], [-1.608, -0.589, 2.679], [-1.623, 0.623, 1.848], [-2.372, 1.905, 0.679], [-2.950, 2.528, 1.130], [-2.459, 2.196, -0.282], [0.634, -2.586, 3.061], [0.769, -1.617, 3.113], [0.439, -2.877, 3.954], [-0.910, -3.841, 1.158], [-0.607, -4.752, 1.297], [-0.411, -3.181, 1.666]]
}

---

{
  "formula": "C31H35ClN2Si2Tl",
  "method": "wB97M-V/def2-TZVPD",
  "charge": 1,
  "species": ["C", "C", "C", "H", "C", "C", "H", "H", "H", "H", "Tl", "Si", "C", "C", "H", "C", "H", "C", "H", "C", "H", "C", "H", "C", "C", "H", "C", "H", "C", "H", "C", "H", "C", "H", "H", "Si", "C", "C", "H", "C", "H", "C", "H", "C", "H", "C", "H", "C", "C", "H", "C", "H", "C", "H", "C", "H", "C", "H", "H", "Cl", "N", "C", "C", "N", "H", "H", "H", "H", "H", "H", "H", "H"],
  "positions_angstrom": [[-2.329, -0.329, 1.542], [-3.160, 0.131, 0.474], [-3.261, -0.928, -0.481], [-3.656, 1.097, 0.420], [-2.524, -2.048, 0.015], [-1.942, -1.677, 1.255], [-1.329, -2.329, 1.887], [-2.059, 0.235, 2.438], [-3.831, -0.890, -1.410], [-2.433, -3.029, -0.470], [-1.132, -0.455, -2.851], [-0.408, -1.056, -6.326], [-0.434, 0.563, -7.295], [0.743, 0.858, -8.001], [1.569, 0.139, -8.063], [0.911, 2.097, -8.625], [1.844, 2.324, -9.143], [-0.106, 3.053, -8.560], [0.083, 4.087, -8.865], [-1.342, 2.699, -8.009], [-2.174, 3.408, -8.058], [-1.503, 1.480, -7.348], [-2.463, 1.249, -6.876], [0.063, -2.284, -7.670], [-0.255, -2.169, -9.046], [-0.940, -1.382, -9.399], [0.313, -3.049, -9.996], [0.051, -2.946, -11.049], [1.207, -4.052, -9.618], [1.742, -4.679, -10.334], [1.393, -4.275, -8.247], [2.006, -5.106, -7.895], [0.802, -3.424, -7.298], [0.951, -3.648, -6.237], [-1.752, -1.350, -5.799], [2.823, 2.648, -4.730], [2.558, 0.777, -4.830], [1.318, 0.169, -4.881], [0.440, 0.827, -4.864], [1.160, -1.263, -4.942], [0.349, -1.857, -4.445], [2.400, -2.019, -4.752], [2.338, -3.094, -4.641], [3.599, -1.388, -4.457], [4.493, -1.980, -4.214], [3.683, 0.007, -4.516], [4.616, 0.529, -4.302], [1.071, 3.335, -4.725], [0.107, 3.024, -3.756], [0.341, 2.290, -2.980], [-1.166, 3.617, -3.788], [-1.950, 3.248, -3.127], [-1.446, 4.663, -4.685], [-2.392, 5.230, -4.632], [-0.512, 4.892, -5.711], [-0.781, 5.560, -6.529], [0.714, 4.204, -5.761], [1.406, 4.294, -6.609], [3.765, 3.073, -5.655], [3.554, 2.841, -2.791], [-0.318, 1.534, -0.773], [1.017, 1.348, -0.169], [1.198, -0.023, 0.424], [0.931, -1.041, -0.633], [-0.390, 2.497, -1.120], [-1.058, 1.444, -0.071], [1.756, 1.451, -0.968], [1.235, 2.108, 0.597], [2.244, -0.100, 0.783], [0.554, -0.167, 1.306], [1.747, -1.085, -1.253], [0.839, -1.967, -0.208]]
}

---

{
  "formula": "C16H19ClN4O2S",
  "method": "wB97M-V/def2-TZVPD",
  "charge": 0,
  "smiles": "CNS(=O)(=O)c1cnccc1N1CCN(c2cccc(Cl)c2)CC1",
  "species": ["C", "N", "S", "O", "O", "C", "C", "N", "C", "C", "C", "N", "C", "C", "N", "C", "C", "C", "C", "C", "Cl", "C", "C", "C", "H", "H", "H", "H", "H", "H", "H", "H", "H", "H", "H", "H", "H", "H", "H", "H", "H", "H", "H"],
  "positions_angstrom": [[-0.506, 5.331, 0.324], [-0.060, 3.992, 0.638], [-0.580, 2.715, -0.304], [-1.078, 1.707, 0.593], [-1.469, 3.220, -1.319], [0.934, 2.125, -1.058], [1.993, 3.015, -1.026], [3.224, 2.740, -1.411], [3.449, 1.499, -1.825], [2.475, 0.534, -1.922], [1.135, 0.827, -1.575], [0.171, -0.110, -1.744], [0.534, -1.496, -1.986], [-0.701, -2.387, -1.753], [-1.508, -1.888, -0.673], [-1.268, -2.239, 0.638], [-2.159, -1.838, 1.643], [-1.968, -2.218, 2.954], [-0.902, -3.023, 3.322], [-0.031, -3.432, 2.329], [1.318, -4.439, 2.739], [-0.192, -3.053, 1.010], [-2.106, -0.604, -0.993], [-1.225, 0.158, -1.999], [-0.718, 5.355, -0.743], [0.285, 6.046, 0.558], [-1.416, 5.607, 0.863], [-0.108, 3.745, 1.613], [1.829, 4.013, -0.650], [4.469, 1.282, -2.111], [2.743, -0.436, -2.303], [0.904, -1.644, -3.011], [1.322, -1.773, -1.280], [-0.393, -3.414, -1.557], [-1.328, -2.401, -2.651], [-3.016, -1.236, 1.391], [-2.669, -1.893, 3.708], [-0.753, -3.327, 4.345], [0.535, -3.394, 0.293], [-2.179, -0.003, -0.088], [-3.107, -0.745, -1.421], [-1.449, -0.163, -3.026], [-1.434, 1.221, -1.934]]
}

---

Number 1: frontier orbital gap 0.3593 Eh, E_tot -21850.242 eV. Number 2: frontier orbital gap 0.1226 Eh, E_tot -68657.586 eV. Number 3: frontier orbital gap 0.3096 Eh, E_tot -50312.571 eV.